# 1
Density functional theory data (wB97M-V/def2-TZVPD) for C6H13O4PS in the gas phase in a non-equilibrium geometry.

Computed properties:
LUMO level (alpha / beta) = -0.4462 / -0.4463 eV
HOMO-LUMO gap (alpha / beta) = 8.9 / 8.9 eV
net charge = 0
E_HOMO (alpha / beta) = -9.318 / -9.318 eV
2S+1 = 1
DFT total energy = -34746.5887 eV
energy above the lowest of the compared OMol25 structures with the same formula, charge and spin = 0.461 eV

Geometry as XYZ:
```
25
Properties=species:S:1:pos:R:3:forces:R:3
C 0.399 -1.702 -0.004 -0.7684 0.7067 0.1414
C 1.568 -2.636 -0.218 -2.0640 0.4859 -2.9634
C -1.220 0.416 3.124 2.2010 -2.0627 -3.7551
C -0.553 1.674 -2.673 -0.5856 -1.6643 -0.7829
C -0.511 1.362 2.122 -0.2034 0.9687 1.4255
C 0.418 0.524 -2.401 -0.9831 -1.7125 -2.0414
O 2.136 0.037 1.046 0.9237 0.4912 0.7559
O -2.056 -0.968 -0.138 -0.3779 -0.7031 -0.0003
O -0.350 0.895 0.793 0.4983 -0.4791 -0.1808
O 1.079 0.737 -1.185 0.8974 -0.4704 1.0131
P 0.925 0.091 0.259 -2.4305 -0.7780 -1.3730
S -1.182 -2.161 -0.075 1.4652 1.1629 -0.0116
H 2.417 -2.195 0.216 1.1180 -0.4140 1.5161
H 1.812 -2.375 -1.320 -0.3389 -1.0846 1.1852
H 1.229 -3.698 -0.111 1.0669 0.8638 0.0776
H -2.228 0.225 2.820 -0.5486 -0.3693 -0.2095
H -0.577 -0.540 3.136 -1.2696 1.1136 0.0671
H -1.200 0.804 4.061 0.0927 1.3483 2.7767
H -1.160 1.737 -1.760 0.1832 0.7823 -0.3891
H -0.158 2.548 -3.155 0.6144 0.8082 0.8296
H -1.214 1.334 -3.483 -0.1983 -0.2581 0.3037
H 0.456 1.642 2.498 0.7275 -0.3246 0.3496
H -0.992 2.354 2.101 -0.3997 -0.5394 -0.4939
H 1.213 0.341 -3.206 -1.0470 0.5587 1.0981
H -0.252 -0.447 -2.444 1.4267 1.5699 0.6615
```
Positions in Å, forces in eV/Å.

---

# 2
Density functional theory data (wB97M-V/def2-TZVPD) for C5H8O in the gas phase in a non-equilibrium geometry.

Computed properties:
LUMO level = 0.9131 eV
HOMO-LUMO gap = 11.0 eV
net charge = 0
E_HOMO = -10.051 eV
2S+1 = 1
DFT total energy = -7359.7933 eV
energy above the lowest of the compared OMol25 structures with the same formula, charge and spin = 2.462 eV

Geometry as XYZ:
```
14
Properties=species:S:1:pos:R:3:forces:R:3
O -1.114 1.130 1.392 0.0019 0.2686 -0.1564
C -0.386 0.400 0.469 0.0950 -0.1699 -0.0262
C 0.283 -0.945 0.840 -0.0983 -0.2417 0.3795
C 0.599 -0.711 -0.632 0.2655 -0.2958 -0.1500
C -0.865 -0.246 -0.844 -0.2598 -0.0944 -0.1002
C 0.941 0.759 -0.245 0.3950 -0.3407 -0.3445
H -1.401 1.949 0.972 -0.0172 -0.0427 0.0740
H -0.371 -1.783 1.077 -0.0885 0.0452 0.1046
H 1.157 -0.884 1.498 -0.2631 -0.0311 0.0629
H 1.126 -1.368 -1.328 0.0941 0.2162 0.3001
H -1.068 0.430 -1.686 0.1366 -0.1442 0.1951
H -1.635 -1.015 -0.749 0.0949 0.0236 -0.0076
H 1.762 1.025 0.439 -0.0394 -0.4711 -0.4625
H 0.972 1.259 -1.201 -0.3166 1.2779 0.1312
```
Positions in Å, forces in eV/Å.

---

# 3
Density functional theory data (wB97M-V/def2-TZVPD) for a molecular structure, C14H17I2N2OPd.

Computed properties:
LUMO level = -2.8249 eV
HOMO-LUMO gap = 8.5 eV
net charge = +1
E_HOMO = -11.289 eV
2S+1 = 1
DFT total energy = -39497.3414 eV
energy above the lowest of the compared OMol25 structures with the same formula, charge and spin = 0.000 eV

Geometry as XYZ:
```
37
Properties=species:S:1:pos:R:3:forces:R:3
Pd -0.034 0.419 0.661 -0.0703 -0.1103 0.0406
O -0.299 2.467 0.187 0.0245 0.0446 -0.0089
C 0.782 3.421 0.289 0.0009 -0.0115 -0.0172
C 1.110 3.784 1.724 -0.0055 0.0084 0.0226
C 1.383 2.577 2.634 0.0019 -0.0082 -0.0297
C 2.445 1.665 2.087 -0.0027 0.0079 0.0044
C 3.779 1.821 2.439 0.0035 0.0010 0.0003
C 4.738 0.993 1.884 -0.0055 0.0106 0.0059
C 4.340 0.020 0.981 0.0092 -0.0156 -0.0134
C 2.998 -0.082 0.678 0.0120 0.0075 0.0126
N 2.066 0.716 1.214 -0.0344 0.0192 -0.0090
H -1.134 2.869 0.452 -0.0049 -0.0116 -0.0028
H 0.507 4.304 -0.287 0.0052 0.0044 0.0049
H 1.623 2.942 -0.209 -0.0059 -0.0038 -0.0025
H 0.294 4.370 2.154 0.0061 -0.0024 0.0070
H 1.984 4.440 1.701 -0.0008 0.0014 -0.0071
H 0.466 2.003 2.777 0.0019 -0.0038 0.0043
H 1.689 2.939 3.615 0.0011 0.0025 0.0019
H 4.053 2.589 3.150 -0.0012 0.0000 0.0002
H 5.780 1.103 2.153 0.0004 -0.0011 -0.0001
H 5.050 -0.650 0.518 -0.0011 0.0004 0.0006
H 2.644 -0.828 -0.022 -0.0036 0.0005 -0.0010
I -0.461 -0.891 3.838 0.0090 0.0121 0.0196
C -0.038 -2.146 2.238 -0.0040 0.0355 0.0159
C 0.088 -3.508 2.463 0.0088 -0.0035 -0.0451
C 0.343 -4.338 1.385 -0.0060 0.0067 0.0157
C 0.459 -3.784 0.119 0.0030 -0.0213 0.0021
C 0.320 -2.420 -0.021 0.0024 0.0145 0.0055
N 0.083 -1.605 1.022 -0.0025 -0.0280 -0.0257
H -0.020 -3.902 3.463 -0.0017 0.0035 0.0035
H 0.442 -5.404 1.534 0.0015 0.0001 -0.0033
H 0.645 -4.395 -0.752 0.0016 0.0027 -0.0007
H 0.378 -1.942 -0.990 -0.0021 0.0048 0.0048
I -1.921 -0.164 -1.990 0.0065 0.0198 0.0093
C -1.925 0.133 0.123 0.0570 0.0157 -0.0353
H -2.394 -0.741 0.565 0.0012 0.0015 0.0072
H -2.535 1.015 0.313 -0.0057 -0.0043 0.0129
```
Positions in Å, forces in eV/Å.

---

# 4
Density functional theory data (wB97M-V/def2-TZVPD) for 3 unconnected molecules or ions with the total composition C30H55N4OS2Si.

Computed properties:
LUMO level = -4.4016 eV
HOMO-LUMO gap = 5.4 eV
net charge = +1
E_HOMO = -9.801 eV
2S+1 = 1
DFT total energy = -69551.2898 eV
energy above the lowest of the compared OMol25 structures with the same formula, charge and spin = 0.000 eV

Geometry as XYZ:
```
93
Properties=species:S:1:pos:R:3:forces:R:3
C -3.281 1.154 0.748 0.1285 0.3894 0.0606
C -2.401 1.149 2.001 0.0585 -0.2072 -0.2499
C -1.955 -0.276 2.390 -0.0861 0.0618 0.2836
C -0.706 -0.683 1.685 0.2214 -0.1924 -0.5005
N -0.857 -1.506 0.678 0.1121 -0.0694 -0.0941
N 0.216 -1.879 -0.031 -0.2413 0.3322 0.2072
S -0.210 -2.989 -1.294 0.1213 -0.3050 -0.0909
C 1.479 -1.484 0.192 -0.0231 -0.0977 -0.2068
Si 3.065 -2.146 -0.767 0.5428 -0.2716 -0.0523
C 2.848 -3.355 -2.163 -0.3000 0.0506 0.0291
C 4.037 -0.715 -1.471 -0.4512 -0.1135 -0.1433
C 4.045 -2.998 0.594 -0.1841 0.0295 0.0283
C 1.678 -0.587 1.256 0.0835 -0.1361 0.0940
C 3.036 -0.043 1.565 -0.4676 0.3584 0.5480
C 3.273 1.430 1.171 0.0732 0.0977 0.1626
O 3.958 2.088 1.915 0.0461 -0.0808 -0.1389
C 2.754 1.997 -0.111 -0.1043 -0.0018 -0.1563
C 1.397 2.059 -0.444 0.3485 -0.1686 -0.0920
C 1.005 2.612 -1.651 0.0229 0.1138 -0.2141
C 1.952 3.107 -2.538 0.1692 -0.0525 0.0620
C 3.298 3.055 -2.209 0.0879 -0.1202 0.2016
C 3.698 2.506 -0.998 -0.1634 0.2446 -0.0335
C 0.590 -0.189 2.024 -0.2671 0.0696 -0.0003
S 0.623 0.964 3.321 -0.1006 0.0009 0.1702
H -3.053 0.318 0.092 -0.0471 -0.1135 -0.0505
H -4.334 1.140 1.012 -0.1082 -0.2545 -0.0334
H -3.121 2.069 0.180 -0.0289 0.0545 -0.0510
H -2.924 1.592 2.843 -0.0302 0.0971 0.0506
H -1.524 1.769 1.812 0.0859 0.0966 0.1239
H -2.733 -0.992 2.141 -0.0533 -0.0594 -0.0529
H -1.788 -0.349 3.465 0.0766 0.0440 0.0759
H -0.839 -2.091 -2.062 -0.0505 0.1939 0.0467
H 2.327 -4.266 -1.884 -0.0154 -0.1051 0.0393
H 2.342 -2.926 -3.024 -0.0331 0.0391 -0.0691
H 3.857 -3.631 -2.473 0.1212 0.0187 0.0327
H 3.388 -0.011 -1.994 0.0848 0.0974 0.0428
H 4.697 -1.148 -2.222 0.1298 -0.0605 -0.0202
H 4.646 -0.189 -0.744 0.0485 0.1137 -0.0244
H 4.156 -4.057 0.371 -0.0005 -0.0936 -0.0375
H 3.590 -2.921 1.580 -0.0143 -0.0320 0.0870
H 5.044 -2.569 0.657 0.1104 0.0065 0.0051
H 3.844 -0.664 1.200 0.0501 0.0775 -0.2437
H 3.159 -0.026 2.646 0.2256 -0.2081 0.0365
H 0.644 1.698 0.231 -0.1799 -0.0289 0.2243
H -0.040 2.686 -1.913 -0.1038 -0.0424 0.1049
H 1.646 3.544 -3.476 -0.0723 0.0195 -0.0685
H 4.050 3.435 -2.883 -0.0050 0.0700 -0.0995
H 4.746 2.470 -0.738 0.0694 0.0219 0.0413
H 1.902 0.819 3.672 0.1648 0.1197 -0.0652
C -6.241 -8.090 -2.031 -0.0077 -0.0159 0.0311
C -5.098 -7.448 -1.262 -0.0708 -0.0067 -0.0055
N -3.980 -7.071 -2.112 -0.0160 0.0615 0.0321
C -2.783 -6.729 -1.374 0.1432 -0.0519 0.0529
C -2.816 -5.486 -0.471 0.0396 -0.0354 -0.0044
C -4.307 -6.210 -3.235 -0.0387 0.0389 -0.1319
C -4.969 -4.856 -2.938 0.0577 0.0105 -0.0607
H -5.885 -8.941 -2.613 0.0139 0.0089 -0.0236
H -6.999 -8.445 -1.332 -0.0036 -0.0096 0.0023
H -6.729 -7.389 -2.709 -0.0020 0.0085 0.0002
H -4.716 -8.170 -0.535 0.0265 0.0185 0.0231
H -5.495 -6.602 -0.678 0.0075 -0.0056 -0.0068
H -1.963 -6.627 -2.092 -0.0203 0.0195 -0.0267
H -2.525 -7.594 -0.755 -0.0563 -0.0081 0.0149
H -2.788 -4.562 -1.046 -0.0797 0.0207 -0.0018
H -1.942 -5.488 0.185 0.0039 -0.0025 0.0053
H -3.701 -5.466 0.165 -0.0174 -0.0259 -0.0051
H -4.962 -6.769 -3.905 -0.0231 -0.0235 0.0341
H -3.388 -6.050 -3.804 0.0290 0.0102 0.0333
H -5.768 -4.947 -2.201 -0.0128 -0.0175 0.0002
H -5.413 -4.457 -3.852 -0.0019 -0.0030 -0.0045
H -4.257 -4.115 -2.575 -0.0163 -0.0199 0.0668
C 0.238 5.897 -0.467 0.0020 0.0439 -0.0861
C 0.552 6.896 0.633 0.0182 -0.0077 -0.0219
N 0.610 6.278 1.947 -0.0080 -0.0504 -0.0213
C 0.618 7.238 3.038 -0.0637 0.0800 0.1114
C 1.815 8.187 3.164 -0.0121 -0.0289 0.0397
C 1.543 5.169 2.064 0.0863 -0.0983 -0.0046
C 3.018 5.426 1.724 -0.0043 -0.0774 0.0325
H -0.686 5.357 -0.248 0.0136 -0.0193 0.0334
H 0.112 6.420 -1.416 -0.0078 -0.0031 -0.0044
H 1.041 5.172 -0.598 0.0092 0.0102 -0.0048
H -0.240 7.649 0.660 0.0079 0.0201 0.0590
H 1.477 7.432 0.372 -0.0148 -0.0037 -0.0115
H 0.502 6.683 3.973 0.0213 -0.0323 -0.0053
H -0.290 7.841 2.938 0.0029 -0.0034 -0.0532
H 2.703 7.683 3.543 0.0185 -0.0194 -0.0426
H 1.574 8.986 3.867 -0.0087 0.0062 0.0062
H 2.067 8.656 2.213 -0.0087 0.0002 -0.0128
H 1.184 4.356 1.422 -0.0255 0.0419 -0.0205
H 1.466 4.783 3.085 0.0094 0.0551 0.0357
H 3.124 6.005 0.805 -0.0155 0.0030 -0.0164
H 3.533 4.475 1.578 -0.0125 0.0353 0.0169
H 3.538 5.956 2.520 -0.0139 0.0727 -0.0240
```
Positions in Å, forces in eV/Å.

---

# 5
Density functional theory data (wB97M-V/def2-TZVPD) for C4H5N3O4 in the gas phase in a non-equilibrium geometry.

Computed properties:
SMILES string = NC(=O)c1c(CO)no[n+]1[O-]
LUMO level = -0.4744 eV
HOMO-LUMO gap = 9.5 eV
net charge = 0
E_HOMO = -9.998 eV
2S+1 = 1
DFT total energy = -16884.6100 eV
energy above the lowest of the compared OMol25 structures with the same formula, charge and spin = 5.485 eV

Geometry as XYZ:
```
16
Properties=species:S:1:pos:R:3:forces:R:3
O -0.596 0.735 3.159 -1.5120 0.3235 -1.1062
O -2.417 1.796 1.119 1.4542 -1.0701 -2.7070
N -0.433 0.713 -1.576 -0.6616 -0.1342 2.5996
O -1.663 1.222 -1.022 0.8226 0.2224 -0.1720
O 2.616 0.826 -0.142 -0.4473 0.9784 -0.6311
C 0.024 0.483 2.136 0.0654 0.4983 3.1269
C 0.264 0.358 -0.514 -1.1004 0.7273 0.6520
C -0.438 0.676 0.752 1.8415 -0.8208 -2.3224
N 1.276 0.018 2.376 0.8852 -0.3562 -1.7946
N -1.546 1.271 0.378 -1.8771 0.7510 2.4461
C 1.673 -0.134 -0.638 0.1754 -0.0826 -0.8894
H 2.516 1.688 -0.655 0.0938 -1.7525 0.9356
H 1.573 0.114 3.346 -0.1380 -0.0321 -0.6565
H 1.933 0.124 1.610 0.4337 -0.0036 0.7248
H 1.865 -0.294 -1.690 -0.0521 -0.0991 -0.4203
H 1.821 -1.130 -0.173 0.0167 0.8503 0.2145
```
Positions in Å, forces in eV/Å.

---

# 6
Density functional theory data (wB97M-V/def2-TZVPD) for a gas-phase ion, C5H9N2O2 (charge +1).

Computed properties:
SMILES string = CC(=[NH2+])C(=O)O/C=C\N
LUMO level (alpha / beta) = -4.6838 / -4.6833 eV
HOMO-LUMO gap (alpha / beta) = 8.2 / 8.2 eV
net charge = +1
E_HOMO (alpha / beta) = -12.904 / -12.904 eV
2S+1 = 1
DFT total energy = -12398.6079 eV
energy above the lowest of the compared OMol25 structures with the same formula, charge and spin = 2.348 eV

Geometry as XYZ:
```
18
Properties=species:S:1:pos:R:3:forces:R:3
C -0.920 -0.435 0.729 -0.3396 -0.3091 0.0970
C -0.787 -1.405 -0.472 -0.5621 0.0531 0.8061
C -1.409 0.927 0.437 -0.2241 0.3461 0.0064
C 1.903 0.560 -0.671 -0.7437 -0.3211 0.3391
C 1.243 -0.517 -0.158 0.5747 0.1470 0.1482
N -1.007 -0.912 1.939 -0.0363 0.0377 -0.2859
N 1.621 1.105 -1.853 -0.0114 -0.0155 -0.2815
O -1.680 -2.113 -0.805 0.2463 0.1857 0.0104
O 0.407 -1.279 -1.011 0.5596 0.0504 -0.5543
H -0.876 1.401 -0.384 0.1374 -0.0590 0.0041
H -1.385 1.566 1.319 0.0668 0.0133 -0.0168
H 2.624 1.063 -0.041 0.0771 -0.0266 -0.0418
H 1.615 -1.033 0.711 0.0965 -0.1064 -0.0174
H -1.298 -0.326 2.715 0.0789 -0.0459 -0.1304
H -0.820 -1.886 2.147 -0.0236 0.0471 -0.0529
H 1.043 0.586 -2.499 0.1127 0.1272 -0.0630
H 2.176 1.860 -2.219 -0.0337 -0.0218 -0.0126
H -2.453 0.838 0.114 0.0247 -0.1023 0.0455
```
Positions in Å, forces in eV/Å.